Entry from the OMol25 dataset: 2 unconnected molecules or ions with the total composition C5H8S in a non-equilibrium geometry (the ωB97M-V functional and the def2-TZVPD basis).

```
! wB97M-V def2-TZVPD RIJCOSX def2/J DEFGRID3
* xyz 0 3
C 1.302 -1.389 0.590
C 1.895 -0.514 -0.088
C -1.808 1.618 0.457
C -1.584 0.419 -0.039
C 2.581 0.335 -0.800
S -2.682 -0.885 0.435
H 1.416 -2.529 0.304
H 0.821 -1.519 1.597
H -1.076 2.358 0.209
H -2.689 1.868 1.004
H -0.879 0.262 -0.879
H 2.042 0.894 -1.538
H -2.978 -1.280 -0.798
H 3.639 0.363 -0.453
*
```

Results
HOMO energy (spin up / spin down)   -0.192 / -0.357 Eh
Gap between HOMO and LUMO (spin up / spin down)   6.02 / 7.54 eV
Total energy   -16142.11513 eV
Relative energy (zero: lowest compared OMol25 entry of this formula, charge and spin)   115.23 kcal/mol
Strongest force on any atom   0.2005 Eh/bohr
Expectation value of S²   2.007

=====

Entry from the OMol25 dataset: a molecular structure, C7H22KN2O4 in a non-equilibrium geometry (the ωB97M-V functional and the def2-TZVPD basis).

```
! wB97M-V def2-TZVPD RIJCOSX def2/J DEFGRID3
* xyz 1 1
K -0.513 0.059 0.519
C 1.371 1.766 -2.459
C 1.547 2.725 -1.293
O 0.631 2.383 -0.248
H 1.531 0.750 -2.089
H 2.028 1.990 -3.297
H 0.355 1.802 -2.861
H 1.411 3.760 -1.619
H 2.583 2.696 -0.945
H 0.072 3.144 -0.071
C 1.010 2.041 3.291
C 1.944 1.031 2.655
O 1.344 -0.270 2.635
H 0.811 1.780 4.329
H 0.039 2.038 2.783
H 1.416 3.048 3.216
H 2.886 1.038 3.207
H 2.182 1.313 1.627
H 1.824 -0.850 3.229
C -2.876 1.132 -2.073
C -2.526 -0.218 -2.689
O -1.436 -0.791 -1.947
H -3.545 0.983 -1.222
H -3.364 1.788 -2.789
H -1.990 1.654 -1.703
H -2.276 -0.111 -3.746
H -3.406 -0.862 -2.620
H -1.147 -1.547 -2.468
C -0.385 -3.788 1.014
O -0.736 -2.633 0.794
N -1.164 -4.695 1.659
N 0.853 -4.252 0.625
H -2.060 -4.402 2.000
H -0.853 -5.632 1.841
H 1.379 -3.634 0.039
H 1.061 -5.233 0.678
*
```

Results
HOMO energy   -0.483 Eh
Gap between HOMO and LUMO   10.73 eV
Total energy   -35108.03857 eV
Relative energy (zero: lowest compared OMol25 entry of this formula, charge and spin)   0.00 kcal/mol
Strongest force on any atom   0.0207 Eh/bohr

=====

Entry from the OMol25 dataset: a molecular structure, C4H11N4 in a non-equilibrium geometry (the ωB97M-V functional and the def2-TZVPD basis).

```
! wB97M-V def2-TZVPD RIJCOSX def2/J DEFGRID3
* xyz 1 1
C -0.062 0.468 0.036
C 1.183 -0.446 0.340
C -1.311 -0.347 0.388
C 2.335 -0.123 -0.545
N 0.700 -1.766 0.363
N -0.408 -2.110 0.360
N -0.055 1.771 0.615
N -2.471 -0.366 -0.576
H -0.084 0.556 -1.026
H 1.593 -0.434 1.366
H -1.561 -0.415 1.534
H 2.609 0.828 -0.210
H 2.194 -0.121 -1.628
H 3.215 -0.751 -0.428
H 0.495 2.466 0.068
H -0.070 1.798 1.620
H -2.790 -1.330 -0.540
H -2.238 0.133 -1.529
H -3.273 0.188 -0.209
*
```

Results
HOMO energy   -0.449 Eh
Gap between HOMO and LUMO   8.60 eV
Total energy   -10276.87908 eV
Relative energy (zero: lowest compared OMol25 entry of this formula, charge and spin)   99.40 kcal/mol
Strongest force on any atom   0.0622 Eh/bohr

=====

Entry from the OMol25 dataset: 4 unconnected molecules or ions with the total composition C19H41FO9 in a non-equilibrium geometry (the ωB97M-V functional and the def2-TZVPD basis).

```
! wB97M-V def2-TZVPD RIJCOSX def2/J DEFGRID3
* xyz 0 1
C -0.396 -1.068 2.696
C -0.598 0.447 2.898
C 0.468 1.333 2.292
F 0.242 2.631 2.795
C 0.438 1.489 0.776
O 1.733 2.015 0.366
C 2.263 1.197 -0.560
O 3.411 1.129 -0.842
O 1.268 0.463 -1.133
C 0.300 0.226 -0.084
C -1.077 0.100 -0.719
H -1.188 -1.482 2.074
H 0.575 -1.275 2.248
H -0.423 -1.601 3.644
H -1.576 0.780 2.540
H -0.593 0.658 3.968
H 1.472 1.058 2.623
H -0.290 2.271 0.560
H 0.636 -0.686 0.404
H -1.848 0.021 0.046
H -1.118 -0.768 -1.375
H -1.212 0.998 -1.322
C 3.864 -0.264 -3.890
O 2.857 -0.115 -4.883
C 2.671 1.227 -5.295
C 3.332 1.508 -6.626
O 4.746 1.424 -6.545
C 5.270 0.208 -7.040
H 4.040 -1.333 -3.770
H 4.798 0.216 -4.192
H 3.537 0.153 -2.936
H 3.051 1.918 -4.535
H 1.593 1.395 -5.396
H 3.081 2.526 -6.940
H 2.951 0.816 -7.383
H 5.181 0.160 -8.131
H 4.765 -0.656 -6.600
H 6.325 0.176 -6.773
C -2.200 -4.944 0.064
O -1.567 -3.803 -0.487
C -0.161 -3.787 -0.299
C 0.585 -4.199 -1.548
O 0.355 -5.559 -1.870
C -0.576 -5.744 -2.921
H -3.233 -4.939 -0.279
H -1.719 -5.868 -0.264
H -2.193 -4.903 1.159
H 0.123 -4.434 0.538
H 0.116 -2.760 -0.041
H 1.659 -4.077 -1.374
H 0.304 -3.550 -2.384
H -0.146 -5.437 -3.880
H -1.499 -5.185 -2.746
H -0.808 -6.807 -2.966
C -4.794 4.769 4.817
O -3.989 3.854 4.099
C -2.595 4.049 4.295
C -2.019 3.048 5.269
O -2.522 3.233 6.584
C -3.536 2.313 6.937
H -5.826 4.431 4.734
H -4.516 4.810 5.873
H -4.719 5.774 4.388
H -2.394 5.067 4.643
H -2.105 3.918 3.326
H -0.934 3.180 5.310
H -2.224 2.030 4.923
H -3.121 1.309 7.078
H -4.324 2.271 6.180
H -3.967 2.648 7.879
*
```

Results
HOMO energy   -0.329 Eh
Gap between HOMO and LUMO   9.50 eV
Total energy   -41509.33589 eV
Relative energy (zero: lowest compared OMol25 entry of this formula, charge and spin)   0.00 kcal/mol
Strongest force on any atom   0.0200 Eh/bohr

=====

Entry from the OMol25 dataset: 7 unconnected molecules or ions with the total composition C14H28Br14 in a non-equilibrium geometry (the ωB97M-V functional and the def2-TZVPD basis).

```
! wB97M-V def2-TZVPD RIJCOSX def2/J DEFGRID3
* xyz 0 1
Br -16.949 -1.687 -2.662
C -15.338 -2.685 -3.213
C -14.790 -2.040 -4.457
Br -13.366 -3.141 -5.100
H -15.752 -3.735 -3.400
H -14.580 -2.611 -2.333
H -14.383 -1.045 -4.247
H -15.582 -1.897 -5.212
Br -21.321 -0.658 -8.630
C -19.674 -1.686 -8.526
C -19.661 -3.079 -9.186
Br -20.853 -4.236 -8.211
H -19.384 -1.849 -7.517
H -19.023 -1.007 -9.038
H -18.770 -3.613 -9.121
H -19.981 -3.035 -10.262
Br -13.386 -0.537 -10.316
C -14.044 -1.619 -8.796
C -15.456 -2.100 -9.026
Br -16.151 -3.183 -7.565
H -14.023 -0.993 -7.914
H -13.329 -2.409 -8.740
H -15.546 -2.768 -9.919
H -16.236 -1.289 -9.148
Br -21.406 2.905 -10.895
C -19.773 2.203 -9.839
C -19.080 1.298 -10.847
Br -17.249 0.741 -10.322
H -20.316 1.647 -9.155
H -19.122 3.034 -9.388
H -18.854 1.928 -11.712
H -19.661 0.431 -11.073
Br -18.307 4.672 -7.231
C -16.992 3.206 -7.113
C -17.633 1.904 -6.742
Br -16.270 0.494 -6.419
H -16.364 3.663 -6.423
H -16.571 3.263 -8.166
H -18.155 1.425 -7.536
H -18.246 1.947 -5.909
Br -13.542 -1.725 -14.566
C -14.940 -0.519 -14.073
C -14.506 0.903 -14.375
Br -15.913 2.119 -13.564
H -15.078 -0.615 -12.982
H -15.825 -0.763 -14.764
H -14.490 1.259 -15.383
H -13.661 1.349 -13.882
Br -19.074 -2.641 -13.240
C -17.847 -3.723 -12.087
C -16.501 -4.040 -12.744
Br -15.664 -5.393 -11.781
H -18.438 -4.618 -11.873
H -17.932 -3.114 -11.182
H -15.884 -3.087 -12.690
H -16.640 -4.437 -13.719
*
```

Results
HOMO energy   -0.375 Eh
Gap between HOMO and LUMO   10.36 eV
Total energy   -995566.73294 eV
Relative energy (zero: lowest compared OMol25 entry of this formula, charge and spin)   41.86 kcal/mol
Strongest force on any atom   0.0626 Eh/bohr

=====

Entry from the OMol25 dataset: 3 unconnected molecules or ions with the total composition C11H20F3N4O2S in a non-equilibrium geometry (the ωB97M-V functional and the def2-TZVPD basis).

```
! wB97M-V def2-TZVPD RIJCOSX def2/J DEFGRID3
* xyz 1 1
N 1.396 -0.524 -2.889
C 1.641 0.737 -2.566
N 2.663 1.176 -1.746
C 2.531 2.470 -1.670
S 3.477 3.688 -0.773
N 1.490 2.920 -2.406
N 0.957 1.814 -2.937
C -0.254 1.907 -3.785
C -1.445 2.392 -2.905
C -2.566 1.362 -2.673
F -2.356 0.157 -3.208
F -3.736 1.865 -3.083
F -2.693 1.175 -1.340
H 1.637 -1.233 -2.206
H 1.042 -0.852 -3.775
H 2.709 3.949 0.328
H 1.121 3.853 -2.532
H -0.063 2.648 -4.583
H -0.408 0.945 -4.289
H -1.869 3.299 -3.370
H -1.094 2.711 -1.908
C -1.227 0.463 1.238
C 0.006 0.630 2.083
O 1.087 0.863 1.579
C -0.153 0.498 3.574
H -0.962 0.585 0.189
H -1.644 -0.535 1.380
H -1.965 1.222 1.504
H -0.521 -0.497 3.820
H -0.844 1.258 3.943
H 0.815 0.641 4.053
C -1.018 -4.777 3.112
C -0.089 -3.608 2.912
O -0.503 -2.526 2.552
C 1.377 -3.837 3.177
H -2.038 -4.471 2.886
H -0.740 -5.593 2.443
H -0.974 -5.114 4.149
H 1.759 -4.612 2.511
H 1.525 -4.134 4.217
H 1.926 -2.914 2.994
*
```

Results
HOMO energy   -0.431 Eh
Gap between HOMO and LUMO   8.49 eV
Total energy   -40768.09474 eV
Strongest force on any atom   0.0656 Eh/bohr